Arrangement w

{
  "formula": "C4H9NOS",
  "method": "ωB97M-V with the def2-TZVPD basis set",
  "elements": ["C", "C", "C", "C", "N", "O", "S", "H", "H", "H", "H", "H", "H", "H", "H", "H"],
  "coordinates": [[1.180, -0.123, -0.938], [0.350, -0.108, -2.102], [0.581, -1.383, -1.369], [-1.452, -0.317, 1.718], [0.167, 1.715, 1.393], [2.011, 0.487, -0.302], [-1.179, 1.161, 0.695], [-0.600, 0.340, -1.814], [0.700, -0.099, -3.153], [1.386, -1.999, -1.807], [-0.016, -2.054, -0.771], [-2.211, -0.991, 1.278], [-0.443, -0.673, 1.723], [-1.782, -0.128, 2.755], [1.069, 1.433, 1.014], [0.240, 2.739, 1.679]],
  "mulliken_charge": [0.56, -0.40, -0.47, -0.70, -0.43, -0.68, -0.09, 0.17, 0.25, 0.22, 0.26, 0.28, 0.19, 0.30, 0.28, 0.24],
  "smiles": "O=C1CC1.CSN",
  "lumo_energy_ha": 0.029,
  "e_homo_ev": -8.41
}


Arrangement x

{
  "formula": "C4H9NOS",
  "method": "ωB97M-V with the def2-TZVPD basis set",
  "elements": ["C", "C", "C", "C", "H", "H", "H", "H", "H", "H", "H", "H", "H", "N", "O", "S"],
  "coordinates": [[2.425, 0.789, 0.098], [1.904, -0.578, -0.431], [-0.297, -0.959, 0.430], [-3.675, 0.801, -0.209], [2.018, 1.006, 1.102], [3.500, 0.834, 0.115], [2.097, 1.621, -0.575], [2.289, -1.284, 0.287], [2.347, -0.757, -1.387], [-0.370, -0.132, 1.159], [0.153, -1.831, 0.931], [-4.485, 0.026, -0.402], [-3.972, 1.845, -0.138], [-2.456, 0.479, -0.181], [0.516, -0.669, -0.689], [-1.994, -1.193, -0.109]],
  "mulliken_charge": [-1.06, -0.33, -0.45, -0.20, 0.28, 0.38, 0.27, 0.33, 0.31, 0.27, 0.38, 0.17, 0.26, -0.31, -0.29, -0.01],
  "smiles": "C=NSCOCC",
  "lumo_energy_ha": 0.036,
  "e_homo_ev": -8.94
}


Arrangement y

{
  "formula": "C4H9NOS",
  "method": "ωB97M-V with the def2-TZVPD basis set",
  "elements": ["C", "C", "C", "C", "N", "O", "S", "H", "H", "H", "H", "H", "H", "H", "H", "H"],
  "coordinates": [[1.142, 0.161, 0.607], [2.446, -0.442, 0.109], [1.159, 1.490, -0.126], [-3.132, -1.048, -0.313], [0.190, -0.563, 1.054], [-1.306, 0.303, 1.053], [-2.074, 0.500, -0.288], [2.472, -0.495, -0.949], [3.250, 0.100, 0.510], [2.510, -1.407, 0.507], [2.085, 1.917, -0.404], [0.577, 2.229, 0.483], [0.729, 1.434, -1.163], [-3.345, -1.370, -1.312], [-4.163, -0.955, -0.056], [-2.540, -1.853, 0.288]],
  "mulliken_charge": [1.09, -1.34, -1.27, -0.84, -0.50, -0.33, 0.11, 0.34, 0.39, 0.42, 0.42, 0.32, 0.32, 0.33, 0.32, 0.23],
  "lumo_energy_ha": [0.019, 0.019],
  "e_homo_ev": [-8.13, -8.13]
}


Arrangement z

{
  "formula": "C4H9NOS",
  "method": "ωB97M-V with the def2-TZVPD basis set",
  "elements": ["O", "C", "N", "C", "C", "S", "C", "H", "H", "H", "H", "H", "H", "H", "H", "H"],
  "coordinates": [[2.798, 0.559, -0.534], [2.377, 0.359, 0.592], [1.061, 0.073, 0.859], [-0.066, -0.002, -0.134], [-1.315, 0.249, 0.773], [-2.499, 1.103, -0.381], [-0.161, -1.183, -1.109], [2.869, 0.517, 1.549], [0.839, -0.298, 1.779], [0.111, 0.802, -0.843], [-1.045, 0.807, 1.669], [-1.776, -0.686, 1.103], [-2.456, 2.078, -1.341], [-0.035, -0.850, -2.138], [0.488, -1.998, -0.834], [-1.189, -1.529, -1.011]],
  "mulliken_charge": [-0.55, -0.04, -0.20, 0.14, -0.67, -0.34, -1.12, 0.35, 0.25, 0.33, 0.40, 0.36, 0.16, 0.24, 0.33, 0.36],
  "smiles": "C[C@@H](CS)NC=O",
  "lumo_energy_ha": 0.008,
  "e_homo_ev": -9.26
}


Relative stability in hartree, measured from the most stable structure: arrangement w 0.0442; arrangement x 0.0057; arrangement y 0.0899; arrangement z 0.0000


Arrangement w

{
  "formula": "C4H9NOS",
  "method": "ωB97M-V with the def2-TZVPD basis set",
  "elements": ["C", "C", "C", "C", "H", "H", "H", "H", "H", "H", "H", "H", "H", "N", "O", "S"],
  "coordinates": [[-1.226, -0.193, -0.286], [0.131, 0.566, -0.383], [1.486, -0.035, -0.736], [1.182, 0.318, 0.711], [-2.195, 0.864, 1.337], [-2.297, 1.669, -0.136], [-0.931, -1.261, 0.322], [-1.593, -0.458, -1.252], [0.113, 1.545, -0.834], [2.198, 0.688, -1.157], [2.086, -1.922, -0.634], [1.732, 1.117, 1.297], [-0.424, -1.361, 0.751], [-2.130, 0.751, 0.334], [1.263, -1.281, -1.174], [0.606, -1.008, 1.841]],
  "mulliken_charge": [-0.02, -0.46, -0.26, 0.00, 0.22, 0.22, 0.14, 0.29, 0.33, 0.31, 0.36, 0.34, -0.07, -0.50, -0.54, -0.36],
  "lumo_energy_ha": 0.025,
  "e_homo_ev": -8.41
}


Arrangement x

{
  "formula": "C4H9NOS",
  "method": "ωB97M-V with the def2-TZVPD basis set",
  "elements": ["C", "C", "C", "C", "N", "O", "S", "H", "H", "H", "H", "H", "H", "H", "H", "H"],
  "coordinates": [[-1.108, 0.370, 1.099], [-0.155, 0.975, 0.325], [1.226, 0.591, -0.132], [2.243, 1.760, -0.062], [-0.941, -2.718, -0.142], [1.556, -0.563, -0.326], [-2.395, -1.802, -0.601], [-2.045, 0.763, 1.292], [-0.965, -0.704, 1.234], [-0.227, 2.146, 0.105], [1.831, 2.656, -0.519], [3.109, 1.390, -0.669], [2.453, 1.883, 0.957], [-0.207, -1.978, 0.050], [-0.723, -3.456, -0.811], [-3.128, -1.781, 0.484]],
  "mulliken_charge": [-0.93, -0.04, 0.87, -1.17, -0.55, -0.56, -0.13, 0.29, 0.41, 0.10, 0.39, 0.32, 0.30, 0.31, 0.26, 0.12],
  "smiles": "C=CC(C)=O.NS",
  "lumo_energy_ha": 0.005,
  "e_homo_ev": -8.86
}


Relative stability in hartree, measured from the most stable structure: arrangement w 0.1442; arrangement x 0.0000